No. 1
{
  "formula": "C12H29FeN2O4P3",
  "method": "ωB97M-V with the def2-TZVPD basis set",
  "total_charge": 2,
  "orbital_gap_ev": [8.14, 6.59],
  "s2": 12.0595,
  "e_homo_ev": [-14.14, -15.26],
  "multiplicity": 7,
  "species": ["Fe", "P", "P", "N", "N", "H", "H", "H", "C", "H", "C", "H", "H", "C", "C", "H", "C", "H", "H", "H", "H", "H", "O", "C", "C", "C", "H", "H", "H", "H", "H", "H", "H", "C", "H", "C", "O", "P", "O", "C", "O", "C", "H", "H", "H", "H", "H", "H", "H", "H", "H"],
  "xyz": [[0.0404, -0.0577, 0.0702], [0.8370, 2.0346, 0.0841], [1.7530, -1.4754, 0.4363], [-1.5221, 0.6677, -0.8220], [-0.8808, -1.7038, -0.6374], [-3.2540, 0.2124, -1.9757], [-2.9143, -2.2465, -0.9256], [-3.3419, -0.1205, -0.2305], [-2.6806, -0.1350, -1.0997], [-2.0729, -1.6994, -2.3939], [-2.1644, -1.5451, -1.3065], [-2.1013, 2.1530, -2.3423], [-0.7306, -3.7175, -1.2191], [-1.2588, 1.6544, -1.8340], [-0.2316, -2.8729, -0.7661], [-0.9226, 3.3779, -0.6578], [-0.2896, 2.6930, -1.2535], [0.2507, 3.3028, -1.9734], [3.0041, -1.3676, -0.2477], [2.1469, -1.9083, 1.7008], [2.1028, 2.4311, -0.3788], [0.6197, 2.8599, 1.1972], [1.2917, 0.3112, -1.6602], [1.2786, 0.2375, -2.9554], [1.2884, 1.4457, -3.8412], [1.0570, -1.0777, -3.5838], [-0.8117, 0.9360, -2.4522], [0.7667, 2.3756, -3.5203], [2.3680, 1.6139, -3.7902], [1.0078, 1.1704, -4.8796], [0.5041, -1.8075, -2.9483], [0.5513, -0.9729, -4.5601], [2.1082, -1.3639, -3.7210], [1.0835, -2.9666, -0.2805], [1.6033, -3.9002, -0.3517], [-1.7581, -2.3095, 2.7650], [-0.6054, -1.4480, 2.9628], [-0.5462, 0.0273, 2.2286], [0.2420, 0.9300, 3.3482], [0.3894, 0.5049, 4.7366], [-2.1136, 0.5357, 2.2754], [-2.5725, 1.6525, 3.0457], [-1.4310, -3.2910, 3.1183], [-2.0667, -2.3979, 1.7146], [-2.6029, -1.9712, 3.3746], [-0.5308, 0.0752, 5.1571], [1.2170, -0.2014, 4.8369], [0.6260, 1.4263, 5.2803], [-3.3965, 2.0687, 2.4838], [-2.9354, 1.2866, 4.0161], [-1.8016, 2.4224, 3.2050]],
  "atomic_forces_ev_per_a": [[0.010, -0.245, -0.607], [0.772, 2.471, -0.319], [2.364, -0.991, 0.423], [-2.004, 1.320, -0.234], [-0.128, -2.661, -1.032], [0.223, -0.113, 0.366], [0.227, -0.240, -0.153], [-0.006, 0.169, 0.082], [-0.249, 0.156, 0.326], [0.253, -0.297, 0.294], [-0.534, -0.607, -0.268], [0.043, -0.437, 0.425], [-0.029, -0.203, -0.211], [0.189, 1.070, 1.293], [-0.166, 1.156, 0.682], [0.177, -0.018, -0.510], [-0.587, 0.675, 1.072], [-0.128, -0.037, 0.077], [-0.367, -0.101, 0.396], [0.296, -0.240, 0.161], [-0.047, -0.021, 0.321], [0.034, 0.373, -0.189], [0.887, -0.131, -4.676], [-2.852, 0.623, 3.423], [0.665, -0.337, -0.215], [-0.021, -0.248, -0.266], [0.854, -0.140, -2.277], [0.519, -1.088, -0.014], [0.280, 0.736, -0.576], [0.295, 0.297, 0.731], [0.784, 0.668, -0.360], [0.492, -0.172, 0.407], [-0.148, -0.799, -0.399], [-1.115, -0.208, -0.283], [0.281, -0.317, -0.052], [0.089, -0.365, 0.397], [-0.165, 1.080, -0.897], [-2.086, 0.161, 4.219], [-0.585, -1.363, -1.450], [-0.055, 0.400, 0.507], [1.721, -0.461, -0.214], [-0.212, 0.130, 0.714], [-0.147, 0.174, -0.086], [0.179, 0.225, 0.198], [0.236, 0.021, -0.207], [0.262, 0.113, -0.372], [-0.202, 0.094, -0.150], [-0.028, -0.291, -0.143], [-0.186, 0.184, 0.015], [0.095, 0.240, -0.237], [-0.185, -0.404, -0.132]]
}

---

No. 2
{
  "formula": "C12H29N4O7",
  "method": "ωB97M-V with the def2-TZVPD basis set",
  "total_charge": 1,
  "orbital_gap_ev": 7.01,
  "relative_energy_kcal_mol": 119.6,
  "e_homo_ev": -11.32,
  "species": ["O", "H", "H", "H", "O", "C", "N", "C", "H", "H", "H", "H", "H", "O", "C", "N", "C", "H", "H", "H", "H", "H", "O", "C", "N", "C", "H", "H", "H", "H", "H", "O", "C", "N", "C", "H", "H", "H", "H", "H", "O", "C", "O", "C", "C", "C", "H", "H", "H", "H", "H", "H"],
  "xyz": [[-2.2123, 1.8249, -0.1780], [-2.1753, 1.5052, -1.0824], [-2.1104, 1.0868, 0.4273], [-1.4503, 2.4012, -0.0840], [0.9693, 0.8835, 4.7655], [1.4932, 1.2844, 5.8281], [2.0496, 2.4525, 5.9422], [1.3886, 0.5712, 7.1102], [2.0758, 3.1677, 5.2295], [2.3263, 2.7688, 6.8606], [2.0893, 1.0814, 7.7710], [1.7481, -0.4087, 6.7960], [0.3695, 0.5750, 7.4970], [-3.8703, -2.5976, 2.9043], [-4.3582, -3.0449, 3.9508], [-5.4992, -2.6035, 4.4620], [-3.5797, -4.0923, 4.7597], [-5.8097, -3.0148, 5.3307], [-6.0048, -1.9626, 3.8675], [-3.5718, -5.1206, 4.3983], [-4.1638, -4.2430, 5.6676], [-2.5080, -3.9814, 4.9250], [-3.1545, 0.1970, -5.5567], [-3.5747, -0.8278, -6.1406], [-4.2970, -1.6960, -5.4735], [-3.1254, -1.0097, -7.5914], [-4.6350, -2.6047, -5.7563], [-4.7594, -1.4680, -4.6050], [-3.2459, -0.1412, -8.2388], [-3.6928, -1.8369, -8.0179], [-2.0658, -1.2651, -7.6003], [1.4625, 6.6059, -0.5532], [2.1430, 7.4903, -1.0310], [3.2803, 7.3300, -1.6298], [1.6276, 8.8855, -1.0162], [3.7376, 7.9259, -2.3050], [3.6063, 6.3772, -1.5515], [0.8164, 8.9909, -0.2958], [1.1927, 9.0958, -1.9933], [2.3714, 9.5842, -0.6331], [2.7092, -1.7006, -2.1016], [3.1235, -2.8461, -2.1822], [2.4137, -3.8305, -2.7665], [3.0082, -5.1365, -2.6686], [4.4456, -4.8351, -2.4344], [4.3967, -3.4945, -1.6746], [2.9334, -5.6231, -3.6412], [2.5785, -5.8218, -1.9380], [5.0346, -4.5956, -3.3198], [4.9684, -5.6938, -2.0132], [5.2784, -2.8655, -1.7970], [4.2266, -3.7233, -0.6225]],
  "atomic_forces_ev_per_a": [[-0.292, 0.438, -0.078], [-0.350, -0.544, -1.198], [-0.065, -0.969, 0.849], [0.824, 0.987, 0.415], [1.002, 0.299, 1.335], [-3.250, -1.215, -2.653], [1.736, 3.312, 0.578], [0.823, -0.584, -0.149], [-0.116, -0.516, -0.241], [0.035, -0.017, -0.309], [-0.198, -0.672, 0.563], [-0.237, -0.403, 0.925], [0.167, -0.172, -0.111], [-0.826, -0.187, 0.702], [3.390, -0.467, -1.686], [-0.408, -0.188, 0.367], [-1.135, -0.828, 0.635], [-0.495, 0.487, -0.360], [-0.313, -0.109, 0.539], [-0.555, 0.139, -1.022], [0.631, 0.186, 0.649], [-0.277, 1.047, 0.120], [-0.855, -1.132, -0.506], [2.697, 4.024, -0.277], [-2.185, -2.563, 1.060], [-0.660, -1.306, 0.371], [0.414, 0.276, -0.896], [0.684, 0.680, -0.009], [-0.225, 0.166, 0.579], [0.171, -0.086, -0.333], [-0.042, -0.049, 0.115], [0.210, -1.262, 0.480], [-3.126, 1.756, 0.779], [3.095, -1.876, -1.114], [-0.654, 0.793, 0.763], [-0.346, 0.201, 0.488], [0.296, 0.032, -0.439], [-0.105, -0.421, -0.110], [0.388, 0.491, -0.069], [0.197, 0.219, -0.776], [0.817, -1.908, -0.135], [-0.261, 0.780, 0.164], [-1.532, -0.228, -0.104], [0.498, 0.139, -1.484], [1.633, 0.712, 0.211], [0.230, -0.551, 0.591], [-0.526, 0.089, -0.022], [-0.348, 0.621, 0.352], [-0.515, -0.322, -0.584], [0.030, 0.339, 0.623], [-0.186, -0.046, 0.130], [0.113, 0.406, 0.283]]
}

---

No. 3
{
  "formula": "C12H29N4O9PSn",
  "method": "ωB97M-V with the def2-TZVPD basis set",
  "orbital_gap_ev": [3.80, 6.98],
  "relative_energy_kcal_mol": 89.2,
  "e_homo_ev": [-6.12, -7.01],
  "species": ["O", "H", "Sn", "N", "N", "N", "N", "O", "O", "O", "O", "C", "C", "C", "C", "C", "H", "H", "H", "C", "H", "H", "H", "C", "C", "H", "H", "H", "H", "H", "H", "H", "H", "C", "H", "H", "H", "O", "H", "H", "C", "O", "P", "O", "C", "O", "C", "H", "H", "H", "H", "H", "H", "H", "H", "H"],
  "xyz": [[0.2086, -2.2056, -4.5215], [-0.5900, -1.8675, -4.0641], [0.0309, -0.0061, -0.0843], [1.6391, -1.1740, -0.7301], [-0.6900, -1.9573, 0.4487], [0.7554, 1.9636, -0.1478], [-1.3555, 1.0644, 1.2263], [2.8299, -0.6995, -0.8100], [1.8704, 2.3491, -0.9344], [-2.4771, 0.5081, 1.8188], [-1.8000, -2.1530, 1.1052], [-0.0162, -2.8608, -0.3119], [1.2158, -2.4412, -0.9297], [0.0661, 2.8519, 0.5484], [-1.0964, 2.3605, 1.3082], [2.1755, -3.2440, -1.6994], [2.3122, -2.7526, -2.6642], [1.7606, -4.2286, -1.8296], [3.1230, -3.2904, -1.1570], [-0.6487, -4.1833, -0.4047], [-1.6256, -4.0717, -0.8793], [-0.7758, -4.5765, 0.6039], [-0.0092, -4.8227, -0.9938], [0.5556, 4.2380, 0.6652], [-1.8710, 3.2297, 2.2146], [1.1984, 4.4842, -0.1772], [1.0984, 4.3573, 1.6055], [-0.3295, 4.8644, 0.6813], [-2.4450, 2.6260, 2.9161], [-2.5299, 3.8088, 1.5725], [-1.1747, 3.8937, 2.7222], [2.0498, 1.6309, -1.6026], [-2.4301, -0.4845, 1.5880], [-1.5333, 0.1600, -1.6114], [-1.4776, -0.0903, -2.7138], [-1.5428, 1.2459, -1.3646], [-2.2679, -0.4452, -1.0270], [2.2027, 0.8934, -4.1171], [1.9346, 0.0442, -4.5579], [1.4605, 1.0998, -3.5248], [2.5783, 1.9853, 3.3270], [1.2970, 1.4555, 2.9599], [0.9701, 0.0440, 2.0795], [-0.1432, -0.5516, 3.0849], [0.1109, -0.9627, 4.4097], [1.7997, -1.4218, 1.9801], [2.7796, -2.1104, 2.7417], [2.4260, 2.9735, 3.8115], [3.1874, 2.0466, 2.4093], [3.0105, 1.2396, 4.0135], [1.0388, -0.5596, 4.8475], [-0.7548, -0.6573, 5.0116], [0.1666, -2.0475, 4.2965], [3.3910, -1.3098, 3.1733], [2.2456, -2.6915, 3.5090], [3.3861, -2.7768, 2.0928]],
  "atomic_forces_ev_per_a": [[-0.163, 0.171, 0.160], [0.212, -0.107, -0.081], [-2.032, -0.287, -3.291], [-1.486, -1.286, 0.542], [1.743, -0.954, -0.859], [0.660, -1.114, -1.188], [0.269, -0.706, -0.767], [-0.121, -0.432, -0.824], [-0.246, 0.150, -0.284], [-0.174, -0.351, -0.191], [0.218, -0.305, -0.809], [-2.631, 1.978, 2.000], [1.894, 2.814, 0.005], [-1.342, -0.423, 1.012], [1.570, 0.088, -0.804], [-0.142, -0.661, 0.240], [0.294, -0.173, 0.010], [0.231, -0.519, -0.309], [0.078, -0.051, -0.253], [0.365, -0.238, -0.280], [-0.065, -0.198, 0.116], [-0.173, -0.163, -0.082], [-0.113, -0.532, -0.106], [-0.409, 0.172, 0.092], [0.095, 0.250, -0.292], [-0.043, 0.100, 0.109], [0.110, 0.199, -0.013], [0.151, 0.547, 0.021], [0.033, 0.164, -0.049], [-0.380, 0.350, 0.336], [-0.226, 0.159, 0.235], [-0.241, 0.592, 1.287], [0.365, 0.982, 0.309], [0.752, 0.013, 0.318], [0.033, 0.382, 1.485], [-1.047, -0.592, -0.904], [0.064, 0.753, -0.878], [-0.717, -0.981, -0.277], [0.337, 1.117, 0.716], [0.199, -0.160, -0.482], [0.176, -0.656, -0.408], [0.056, -1.876, -0.755], [0.652, -1.947, 5.063], [0.007, 1.781, -1.027], [-0.109, -0.485, -0.029], [0.353, 2.090, -0.300], [-0.056, 0.475, 0.316], [0.107, -0.769, -0.391], [0.054, 0.331, 0.533], [0.277, 0.708, -0.009], [-0.283, -0.033, -0.222], [0.349, -0.205, -0.054], [0.047, -0.044, 0.816], [0.395, -0.746, 0.291], [0.518, 0.072, -0.081], [-0.468, 0.559, 0.286]]
}